1.
Molecular formula: C35H33N7O8Tl
Method: DFT, wB97M-V/def2-TZVPD

Last column: Mulliken charge in e.
Atoms and positions in Å:
Tl1 -0.4233 -1.5765 0.0344  1.807
O1 0.5665 1.7587 0.2981  -0.700
O2 -4.6322 -3.9547 -4.2460  -0.618
O3 0.0038 -1.1450 -2.0989  -0.395
O4 -0.0019 -3.0080 1.9530  -0.055
O5 -0.8509 -1.6919 -4.1151  -0.903
O6 0.5473 -3.9362 -0.5226  -0.033
O7 -2.8870 -2.7766 -5.0864  -0.533
O8 -2.9229 -0.8339 1.5973  -0.650
N1 1.7448 -1.0373 0.3242  0.133
N2 -2.0863 -2.5635 -0.8234  -0.042
N3 7.9206 2.9477 -4.4846  -0.450
N4 3.5823 -0.0500 -0.2513  0.469
N5 -2.7642 1.4950 1.4784  0.125
N6 -0.9539 0.2601 0.9896  0.560
N7 -3.7381 -3.6317 -1.7134  -0.051
C1 2.3881 -0.4599 -0.6194  -0.571
C2 -1.7116 2.4787 1.1837  3.865
C3 2.5834 -1.0699 1.3992  -1.485
C4 5.9385 0.5455 -0.8512  -0.648
C5 6.7904 1.3332 -1.5840  -0.879
C6 -0.4780 -2.5461 3.2301  -0.841
C7 -3.1752 -3.2608 -0.5315  -0.049
C8 0.4877 -4.3170 1.7503  -0.473
C9 6.2708 1.9511 -2.7835  0.780
C10 0.9495 -4.3086 -1.8597  -0.857
C11 -1.2547 3.1910 2.5068  -0.861
C12 -2.1169 3.8751 3.3533  0.185
C13 -3.1318 5.0769 -1.9183  -0.408
C14 7.1628 2.5477 -3.6963  -0.022
C15 3.7258 -0.4089 1.0573  -0.308
C16 -2.2787 0.2273 1.4327  -0.550
C17 1.3867 -4.3372 0.5430  -0.587
C18 -0.8566 -1.6770 -2.8773  0.583
C19 -0.3304 4.5508 4.8065  -0.279
C20 -1.6845 4.5810 4.5147  -1.290
C21 -3.5551 3.7784 -1.8363  -1.065
C22 0.0455 3.1079 2.9613  -0.066
C23 4.0138 1.3415 -2.1259  -0.126
C24 -3.5008 -3.7489 0.8561  -0.977
C25 -3.0619 -3.1018 -2.7296  0.181
C26 -1.9342 4.8254 0.1663  -0.254
C27 -0.5443 1.5059 0.7064  -0.807
C28 0.5156 3.7503 4.1098  -0.929
C29 -3.5751 -3.3385 -4.1526  0.552
C30 -2.2267 3.4677 0.1478  -0.616
C31 4.5260 0.6259 -1.0596  0.803
C32 -2.3053 5.6102 -0.9233  -0.868
C33 4.9181 1.9747 -3.0491  -1.066
C34 -1.9866 -2.4052 -2.1915  0.157
C35 -3.0611 2.9500 -0.8361  -0.187
H1 -4.1383 3.4409 -2.6480  0.438
H2 -2.6685 -4.4113 1.0926  0.053
H3 2.9738 1.4842 -2.2590  0.579
H4 7.8745 1.3578 -1.3495  0.425
H5 -1.5208 5.2124 1.0548  0.531
H6 4.6205 2.5875 -3.9270  0.361
H7 -2.0358 6.6626 -0.8645  0.394
H8 0.1427 5.1479 5.5630  0.414
H9 -1.4963 -2.7484 3.4221  0.211
H10 0.2691 -2.9169 3.9472  0.412
H11 2.3339 -1.3049 2.4200  0.488
H12 -3.4310 1.8739 -0.7885  0.194
H13 -3.4867 -2.9379 1.5949  0.159
H14 -2.0854 -2.2906 -4.7520  0.429
H15 -3.1578 3.9331 3.0608  0.385
H16 -3.6017 1.7315 1.9505  0.272
H17 6.1760 -0.1016 -0.0108  0.448
H18 1.7891 -5.3521 0.3493  0.622
H19 -4.6239 -4.1813 -1.8037  0.346
H20 2.0082 -0.2728 -1.6527  0.415
H21 0.9649 -4.7208 2.6752  0.512
H22 -2.2995 5.1921 5.0618  0.475
H23 0.7076 2.4248 2.4763  0.584
H24 2.1896 -3.6496 0.6238  0.162
H25 1.5858 3.7380 4.3145  0.388
H26 4.5430 -0.1449 1.6717  0.548
H27 0.0595 -4.5854 -2.4562  0.251
H28 -4.4058 -4.3149 0.9103  0.456
H29 -0.4528 -1.4474 3.1973  0.201
H30 1.6152 -5.2007 -1.7033  0.428
H31 1.4859 -3.5558 -2.4020  0.226
H32 -0.4793 -4.9576 1.5038  0.091
H33 -3.4936 5.7357 -2.7057  0.402

Its spin multiplicity is 1. As for the LUMO energy: -2.73 eV. The total charge is +1. The calculation puts the gap between HOMO and LUMO at 0.316 hartree. The value obtained for the strongest force on any atom is 0.0843 hartree/bohr.

---

2.
Molecular formula: C35H33N8O7PS2Sr
Method: DFT, wB97M-V/def2-TZVPD

Last column: Mulliken charge in e.
Atoms and positions in Å:
Sr1 1.1293 -0.5830 0.9168  0.290
S1 3.2862 -1.2036 -1.1659  -0.369
S2 3.9950 -1.0765 1.7515  -0.216
P1 -0.0215 -2.3741 -2.1180  1.723
O1 -3.2909 -1.2392 1.6268  -0.831
O2 -3.5556 -2.5071 7.6813  -0.684
O3 0.5068 -0.7937 3.3123  -0.308
O4 1.0983 -1.0926 7.1215  -0.642
O5 1.1627 0.5055 5.6820  -0.541
O6 -4.7474 -2.8657 5.9261  -0.666
O7 -1.1325 -1.4909 1.1333  0.977
N1 6.9164 1.3132 1.5566  -0.696
N2 0.6920 -0.5268 6.1153  0.965
N3 0.3113 1.2854 -0.9935  0.375
N4 -2.6598 -1.1525 -1.2715  0.278
N5 -0.3802 1.5935 1.7503  0.285
N6 5.6747 1.2519 -2.5561  -0.740
N7 2.3690 1.8308 0.9358  0.403
N8 -3.7144 -2.4896 6.4644  1.024
C1 -0.7727 2.1921 -0.6154  -1.029
C2 -1.4657 -5.0444 0.6701  -0.523
C3 -3.9544 -1.8842 -3.1555  -0.773
C4 -0.5024 -1.1035 3.9872  0.202
C5 2.8768 -2.8680 -4.9433  -0.587
C6 0.8567 -4.6580 1.1364  -0.604
C7 -2.1047 -1.4028 1.9500  -0.669
C8 1.5498 1.9443 -1.4173  -0.551
C9 -0.3570 -5.2419 1.4782  -0.555
C10 -2.7400 -1.8474 -2.4515  0.267
C11 -1.6179 -2.5064 -3.0064  0.377
C12 0.4194 2.7412 2.1732  -0.955
C13 -0.4680 -1.0928 5.4336  -0.549
C14 -1.4679 -1.5729 6.2353  -0.545
C15 1.2829 -4.5414 -3.4078  -0.227
C16 0.9523 -3.8641 0.0042  -0.183
C17 -1.7554 -3.1521 -4.2328  -0.731
C18 5.3069 0.3039 -0.1861  0.498
C19 -2.8039 -1.9146 4.2527  -0.196
C20 -1.3955 1.8427 0.7367  -0.367
C21 -1.7884 -1.4868 3.4347  0.646
C22 1.9623 -2.3300 -4.0476  -0.528
C23 2.9925 -4.2430 -5.0721  -0.519
C24 -1.3730 -4.2508 -0.4660  -0.491
C25 2.1961 -5.0807 -4.2999  -0.628
C26 1.9175 2.4351 2.1859  -0.899
C27 1.1505 -3.1593 -3.2803  -0.028
C28 4.2908 -0.6217 0.1180  0.160
C29 -2.9578 -3.1724 -4.9241  -0.877
C30 -0.1696 -3.6416 -0.8010  -0.099
C31 2.2603 2.6597 -0.2639  -1.059
C32 5.5088 0.7981 -1.5056  0.053
C33 6.1744 0.8478 0.8027  -0.012
C34 -4.0599 -2.5331 -4.3695  -0.552
C35 -2.6439 -2.0026 5.6383  -0.756
H1 1.9102 -1.2564 -3.9132  0.343
H2 2.2960 -6.1561 -4.3849  0.397
H3 -0.8934 -3.6482 -4.6608  0.342
H4 -3.7483 -2.1763 3.7979  0.644
H5 -2.4179 -5.4875 0.9357  0.386
H6 -0.4399 -5.8369 2.3794  0.367
H7 -3.5313 -1.0034 -0.7821  0.334
H8 0.1351 3.0809 3.1750  0.476
H9 2.4574 3.3645 2.4266  0.426
H10 -0.3773 3.2115 -0.5865  0.373
H11 3.5195 -2.2073 -5.5107  0.391
H12 -1.3478 -1.5929 7.3078  0.576
H13 -4.8152 -1.3851 -2.7244  0.439
H14 1.7296 -4.7944 1.7626  0.439
H15 -1.9841 0.9296 0.6355  0.035
H16 3.3127 1.4757 1.0530  -0.024
H17 2.2137 1.1706 -1.8062  0.054
H18 1.3776 2.6789 -2.2204  0.376
H19 2.1280 1.7202 2.9863  0.410
H20 3.2492 2.9613 -0.6228  0.578
H21 -3.0313 -3.6808 -5.8769  0.409
H22 0.0052 0.6308 -1.7040  0.040
H23 -1.9585 -1.4073 -0.5715  -0.555
H24 0.6734 -5.1946 -2.7943  0.404
H25 0.2159 3.5781 1.4999  0.305
H26 -1.5707 2.1947 -1.3654  0.473
H27 1.7304 3.5836 -0.0128  0.320
H28 3.7180 -4.6652 -5.7570  0.350
H29 -0.7776 1.1178 2.5489  0.004
H30 -5.0123 -2.5403 -4.8874  0.349
H31 -2.2539 -4.0810 -1.0734  0.319
H32 1.9023 -3.3960 -0.2443  0.548
H33 -2.0911 2.6519 1.0151  0.333

Its spin multiplicity is 1. As for the LUMO energy: 3.98 eV. The total charge is -2. The calculation puts the gap between HOMO and LUMO at 0.242 hartree. The value obtained for the strongest force on any atom is 0.0023 hartree/bohr. The calculation puts the energy above the lowest of the compared OMol25 structures with the same formula, charge and spin at 0.0 kJ/mol.

---

3.
Molecular formula: C35H33O2P2ReS2Te
Method: DFT, wB97M-V/def2-TZVPD

Last column: Mulliken charge in e.
Atoms and positions in Å:
Re1 -1.1700 1.3036 -0.9776  0.740
Te1 -3.8549 1.2799 -1.1178  0.269
S1 -1.4665 2.1764 1.2883  -0.547
S2 1.6941 -0.1992 -2.2426  -0.501
P1 -0.2686 0.5746 1.6634  0.874
P2 0.8552 -1.1237 -0.7392  2.026
O1 -1.2413 0.8063 -2.8817  -0.197
O2 -0.4296 2.9999 -1.7104  -0.809
C1 -1.9912 -3.9846 -1.4938  -0.696
C2 -0.1398 2.5979 -4.0034  0.825
C3 2.0289 2.0204 1.2100  -0.355
C4 -1.3876 -2.7881 -1.1380  0.063
C5 4.2349 -1.4124 1.4950  -0.696
C6 3.3086 -1.0382 0.5404  -0.628
C7 0.1706 3.2752 -2.7989  1.258
C8 3.3134 1.1647 3.5183  -0.826
C9 0.1691 -4.9543 -1.8890  -0.737
C10 3.9133 -2.3761 2.4370  -0.531
C11 2.0487 -1.6250 0.5259  0.128
C12 -0.3680 -0.0882 0.0616  -0.117
C13 1.3905 1.1385 2.0775  0.806
C14 1.1700 4.3887 -2.7241  -1.827
C15 0.2866 3.1160 -5.2554  -0.849
C16 -4.3764 3.1382 -0.2307  -1.026
C17 2.0394 0.7042 3.2282  -0.789
C18 0.7705 -3.7625 -1.5354  -0.454
C19 -0.8411 1.3279 -6.3902  -0.374
C20 3.3009 2.4721 1.5003  -0.738
C21 -1.6200 -0.4853 5.3389  -0.743
C22 -0.0631 2.5030 -6.4213  -0.839
C23 -2.0689 -1.7830 5.1316  -0.574
C24 -1.4000 -1.6583 2.8316  -0.126
C25 2.6601 -2.9743 2.4204  -0.941
C26 -1.2593 0.7799 -5.2135  -0.955
C27 -0.9282 -0.3696 3.0431  0.445
C28 -1.2136 -5.0691 -1.8663  -0.538
C29 -1.9674 -2.3667 3.8790  -0.881
C30 3.9438 2.0485 2.6578  -0.527
C31 -0.9103 1.3965 -3.9867  0.339
C32 1.7322 -2.6035 1.4620  0.027
C33 -1.0559 0.2262 4.2970  -0.407
C34 -0.0044 -2.6704 -1.1508  0.099
C35 -4.3400 0.1394 0.6113  -0.755
H1 -1.9943 -1.9380 -0.8488  0.089
H2 -2.3322 -3.3694 3.7145  0.483
H3 -1.1018 0.8468 -7.3231  0.422
H4 -1.8319 -0.1357 -5.1801  0.491
H5 -2.5086 -2.3358 5.9494  0.415
H6 -5.4191 0.0357 0.6807  0.474
H7 2.4099 -3.7413 3.1396  0.466
H8 0.7723 -3.1060 1.4305  0.351
H9 0.7779 -5.7958 -2.1855  0.420
H10 0.8729 4.0223 -5.2741  0.433
H11 2.1076 4.0962 -3.1974  0.427
H12 3.8135 0.8240 4.4134  0.451
H13 -3.8708 -0.8368 0.5159  0.147
H14 1.8508 -3.6771 -1.5624  0.456
H15 3.7952 3.1566 0.8252  0.452
H16 -1.6823 -6.0030 -2.1408  0.406
H17 1.5634 -0.0012 3.8955  0.426
H18 4.6427 -2.6730 3.1765  0.451
H19 -3.7929 3.2630 0.6793  0.342
H20 -1.3429 -2.1025 1.8449  0.365
H21 -5.4408 3.1330 -0.0119  0.392
H22 3.5563 -0.2968 -0.2087  0.368
H23 -4.1486 3.9313 -0.9384  0.349
H24 1.5284 2.3629 0.3088  0.273
H25 -0.7194 1.2440 4.4568  0.501
H26 0.2493 2.9098 -7.3705  0.421
H27 0.8005 5.2735 -3.2444  0.473
H28 -1.7155 -0.0273 6.3128  0.437
H29 -3.0689 -4.0686 -1.4803  0.437
H30 5.2142 -0.9538 1.4988  0.453
H31 1.3389 4.6450 -1.6813  0.359
H32 -3.9265 0.6653 1.4693  0.236
H33 4.9380 2.4070 2.8843  0.419

Its spin multiplicity is 2. As for the LUMO energy (spin up / spin down): -3.45 / -3.17 eV. The total charge is +1. The calculation puts the gap between HOMO and LUMO (spin up / spin down) at 0.257 / 0.255 hartree. The value obtained for the strongest force on any atom is 0.0242 hartree/bohr. The calculation puts the energy above the lowest of the compared OMol25 structures with the same formula, charge and spin at 98.1 kJ/mol.

---

4.
Molecular formula: C35H33Si
Method: DFT, wB97M-V/def2-TZVPD

Last column: Mulliken charge in e.
Atoms and positions in Å:
Si1 0.6960 -0.6413 2.1150  -0.692
C1 0.8255 2.2053 2.3970  -0.341
C2 3.1177 -1.8920 2.8730  -0.463
C3 -1.5211 -0.4965 3.9840  1.100
C4 -2.4205 -0.9044 -0.6341  -0.805
C5 -2.5769 3.9111 6.4402  -0.949
C6 -6.3407 2.4690 5.2265  -0.189
C7 -5.7340 1.1958 4.9978  0.518
C8 -3.4291 3.0393 5.7702  -0.284
C9 -1.7698 3.4577 7.4932  -0.335
C10 -2.1972 0.6342 3.2805  0.000
C11 1.2528 1.0808 1.6732  0.740
C12 -4.5305 0.7866 5.6502  -1.133
C13 -1.8473 2.1115 7.8962  -0.819
C14 -3.5873 1.6884 6.2221  1.000
C15 1.0964 3.4910 1.9143  -0.625
C16 -2.2283 -1.3351 4.7722  -1.158
C17 3.5922 -3.0677 0.3727  -0.781
C18 -7.4533 2.8691 4.4955  -0.757
C19 -7.5376 0.6954 3.4159  -0.763
C20 -2.6856 -2.2770 -0.6526  -0.507
C21 -0.5879 -1.2668 0.9146  0.980
C22 -6.3987 0.2986 4.1062  -0.299
C23 2.4577 2.5454 0.1504  -0.597
C24 4.2911 -2.6220 2.6473  -0.702
C25 -1.8929 -3.1490 0.1006  -0.724
C26 2.1718 -1.7541 1.8473  0.477
C27 -2.7284 1.2418 7.2678  -0.313
C28 -0.0238 -0.7104 3.8347  -0.916
C29 2.1164 1.2575 0.5788  -0.403
C30 4.5358 -3.1972 1.3957  -0.446
C31 2.4103 -2.3495 0.5985  0.042
C32 1.9105 3.6636 0.7892  -0.546
C33 -1.3502 -0.4011 0.1171  -0.394
C34 -8.0686 1.9847 3.5946  -0.319
C35 -0.8467 -2.6442 0.8840  -0.242
H1 -3.5055 -2.6677 -1.2587  0.389
H2 5.4611 -3.7466 1.2167  0.378
H3 -2.7925 0.1870 7.5472  0.364
H4 -1.8227 1.6118 3.6193  -0.029
H5 3.7663 -3.5173 -0.6054  0.397
H6 0.5372 -0.0007 4.4650  0.567
H7 2.1287 4.6667 0.4191  0.366
H8 2.9391 -1.4165 3.8400  0.323
H9 0.2762 2.0806 3.3333  0.216
H10 3.1453 2.6695 -0.6871  0.402
H11 -0.2216 -3.3332 1.4598  0.401
H12 -1.6932 -2.0315 5.4167  0.301
H13 -1.2242 1.7396 8.7149  0.424
H14 -3.9870 3.3913 4.8983  0.653
H15 -3.3035 -1.4332 4.6575  0.322
H16 -3.2759 0.5950 3.4873  -0.232
H17 1.6822 -2.2496 -0.2110  0.397
H18 -4.4259 -0.2755 5.8772  1.025
H19 -5.9193 3.1327 5.9851  0.616
H20 0.2292 -1.7193 4.1919  0.564
H21 -2.0689 0.5989 2.1916  -0.081
H22 0.6696 4.3547 2.4270  0.389
H23 -3.0414 -0.2133 -1.2076  0.423
H24 -2.0765 -4.2247 0.0814  0.400
H25 -8.9549 2.2935 3.0374  0.410
H26 -1.0893 4.1458 7.9991  0.442
H27 2.5219 0.3858 0.0588  0.359
H28 -1.1113 0.6668 0.0783  0.483
H29 -8.0225 0.0003 2.7283  0.398
H30 -2.5439 4.9654 6.1545  0.413
H31 -7.8506 3.8779 4.6285  0.390
H32 5.0160 -2.7339 3.4542  0.388
H33 -5.9642 -0.6970 3.9763  0.388

Its spin multiplicity is 1. As for the LUMO energy: -5.79 eV. The total charge is +1. The calculation puts the gap between HOMO and LUMO at 0.184 hartree. The value obtained for the strongest force on any atom is 0.0279 hartree/bohr.

---

- Which of these has the lowest total charge?
  C35H33N8O7PS2Sr